C5H15IN3O7P | ωB97M-V/def2-TZVPD

Gap between HOMO and LUMO: 9.0 eV
Molecular weight: 387.067 g/mol
SMILES: C[N+](=O)[O-].C[N+](=O)[O-].C[N+](=O)[O-].O=C(I)C[PH4]
Total energy: -1529.1150 a.u.

The geometry in XYZ format:
```
32
Properties=species:S:1:pos:R:3:forces:R:3:mulliken_charge:R:1
O -1.3135 -0.8083 2.7336 1.8496 -0.5127 2.7339 -0.51
C -1.8610 -0.9248 1.7151 -1.3183 1.2253 -1.4643 0.34
I -1.2487 -2.4874 0.3575 -0.1680 0.0411 -0.2858 0.05
C -2.9987 -0.0352 1.3952 -0.2283 -0.3220 -0.9505 -1.02
P -4.6507 -1.0375 1.7906 -0.1424 -0.3875 -0.3443 0.12
H -2.9948 0.3169 0.3657 -0.1126 -0.2699 -0.1886 0.45
H -2.9916 0.8199 2.0630 0.2033 0.0679 0.1919 0.35
H -5.4018 -0.1096 1.0182 0.1502 -0.0349 0.1879 0.07
H -4.1103 -2.1533 1.0934 -0.1648 0.1098 0.1146 0.03
H -4.3762 -0.8452 3.1753 -0.0584 -0.0580 -0.1648 0.06
H -5.8524 -1.7982 2.0905 -0.0532 0.1358 0.1336 0.05
C 1.5007 0.5347 2.6833 -0.1517 -0.0576 0.1458 -0.67
N 2.0165 1.9297 2.6738 -0.0792 -0.1018 -0.0772 0.93
O 1.3537 2.7890 3.2141 0.1602 -0.0245 -0.0909 -0.54
O 3.0798 2.1086 2.1081 -0.0260 0.1432 0.0387 -0.54
H 0.5569 0.5101 3.2108 0.0066 0.0924 0.0195 0.33
H 1.3741 0.2263 1.6490 0.1149 0.0022 -0.0150 0.21
H 2.2434 -0.0778 3.1862 0.0554 -0.0131 -0.1141 0.29
C 3.8340 2.6689 -1.0951 -0.1068 0.1497 0.1454 -0.71
N 2.9582 1.5780 -1.6113 -0.0019 0.0592 0.0907 0.87
O 1.8688 1.4314 -1.0919 0.0987 -0.0673 -0.1104 -0.50
O 3.3962 0.9044 -2.5226 -0.1076 0.0214 0.0760 -0.54
H 3.3155 3.1767 -0.2907 -0.0386 -0.0920 0.0241 0.31
H 4.7491 2.2091 -0.7355 0.0198 -0.0196 -0.0878 0.28
H 4.0342 3.3459 -1.9203 0.0681 -0.1122 -0.0665 0.28
C 0.8069 -1.7670 -3.8088 0.0832 -0.0329 0.1417 -0.71
N -0.5347 -2.3901 -3.9974 0.0743 -0.0181 0.1085 0.88
O -0.9031 -3.1968 -3.1657 -0.0208 0.0654 -0.1557 -0.50
O -1.1688 -2.0435 -4.9722 0.0163 -0.0538 0.0933 -0.53
H 1.2506 -2.1674 -2.9052 -0.0706 -0.0204 0.0147 0.28
H 1.4059 -2.0135 -4.6801 -0.0601 0.0837 -0.0593 0.31
H 0.6619 -0.6941 -3.7266 0.0087 0.0009 -0.0849 0.28
```
Positions in Å, forces in eV/Å.